1.
Computed, not measured: a structure of composition CCaF3NO2S2, with ωB97M-V/def2-TZVPD.

Each line ends with the Mulliken charge.
Geometry (Å):
Ca1 2.9487 -0.9703 -0.8102  1.319
S1 2.2395 1.4596 0.5537  -0.363
S2 0.1071 -0.5421 0.4015  1.230
F1 -2.4894 -0.2475 0.1684  -0.211
F2 -1.3778 1.6185 0.2384  -0.219
F3 -1.3658 0.4142 -1.5556  -0.227
O1 -0.0490 -0.5085 1.8552  -0.606
O2 0.1141 -1.8526 -0.3040  -0.732
N1 1.2640 0.2503 -0.3160  -0.842
C1 -1.3915 0.3784 -0.2314  0.651

lowest unoccupied orbital energy = -2.29 eV
charge = 0
multiplicity = 1

2.
Computed, not measured: a structure of composition C2H2AlFO2, with ωB97M-V/def2-TZVPD.

Each line ends with the Mulliken spin population.
Geometry (Å):
Al1 2.0666 0.4683 -0.4335  0.800
F1 -1.6648 0.7113 -0.7296  0.004
O1 1.2106 -0.9502 0.2955  0.109
O2 0.4130 1.4602 -0.4545  0.058
C1 -0.0825 -0.7447 0.3113  0.012
C2 -0.4632 0.6616 -0.0989  0.008
H1 -0.7332 -0.1001 1.2543  0.010
H2 -0.7464 -1.5064 -0.1446  0.000

lowest unoccupied orbital energy (alpha / beta) = -5.61 / -7.96 eV
energy relative to the best compared isomer or geometry (same formula, charge and spin) = 86.8 kcal/mol
charge = +1
multiplicity = 2

3.
Computed, not measured: a structure of composition C5H13N2O, with ωB97M-V/def2-TZVPD.

Each line ends with the Mulliken spin population.
Geometry (Å):
O1 1.9000 1.2106 0.9475  -0.286
N1 1.3690 -0.5359 -0.5454  -0.517
N2 -2.6781 -0.0970 1.0658  1.499
C1 -3.1441 -1.2725 0.4977  0.071
C2 -1.8063 2.1411 0.5120  0.084
C3 1.6636 0.3773 0.2208  0.040
C4 4.2653 -1.2683 -1.2151  -0.132
C5 -1.5440 0.6026 0.6262  0.108
H1 4.1801 -0.2193 -1.5003  0.003
H2 -1.2978 0.3674 -0.4199  0.031
H3 -0.9049 2.7395 0.4295  0.002
H4 4.6693 -1.8495 -2.0250  -0.009
H5 -2.3074 2.3403 -0.4263  -0.002
H6 -2.3326 -2.0017 0.3257  0.073
H7 -2.4802 2.5186 1.2789  -0.008
H8 3.2155 -1.5728 -0.9553  -0.094
H9 0.4878 0.2907 -0.5025  0.025
H10 -3.6770 -1.1250 -0.4572  0.068
H11 -3.8058 -1.7974 1.2008  0.052
H12 -0.6692 0.5124 1.2765  0.012
H13 4.8969 -1.3610 -0.3343  -0.020

lowest unoccupied orbital energy (alpha / beta) = -14.77 / -12.24 eV
energy relative to the best compared isomer or geometry (same formula, charge and spin) = 225.8 kcal/mol
charge = +2
multiplicity = 2

4.
Computed, not measured: a structure of composition C29H22F10N6O4Os, with ωB97M-V/def2-TZVPD.

Each line ends with the Mulliken spin population.
Geometry (Å):
Os1 0.3040 0.4299 0.2253  2.300
F1 1.9129 -0.2699 -4.5475  0.000
F2 0.7055 2.5791 4.3034  0.002
F3 -1.0138 -1.5115 2.5996  -0.003
F4 -2.7655 -1.5766 4.5931  -0.001
F5 0.6869 0.0427 -6.7610  0.000
F6 -2.1490 1.1451 -2.2313  0.009
F7 -0.9533 2.3839 6.3436  -0.001
F8 -3.2771 1.2203 -4.6219  0.000
F9 -1.9278 0.7909 -6.9280  0.001
F10 -2.7239 0.3290 6.5418  0.003
O1 0.6788 3.1632 0.2742  0.426
O2 -1.4519 -1.6521 -1.4577  0.011
O3 1.8134 -2.4105 1.6217  0.015
O4 -3.8450 0.4218 0.7026  0.044
N1 0.2628 -1.6505 0.0811  0.057
N2 -0.2697 2.3564 0.5550  0.299
N3 0.6963 0.3739 -1.9760  0.040
N4 2.7224 0.8816 0.0519  0.150
N5 0.7798 0.5608 2.2290  0.204
N6 -2.6653 0.7922 1.3269  -0.028
C1 -0.8765 -4.7576 -1.5260  0.003
C2 -0.6169 -2.2496 -0.8037  -0.010
C3 -1.8888 -0.5724 4.5232  -0.020
C4 -0.4269 -6.0449 -1.2387  0.002
C5 -1.2722 2.7779 1.3706  -0.252
C6 -0.0670 0.5445 3.3052  -0.022
C7 0.9695 -2.6180 0.7784  0.046
C8 3.0933 0.5946 1.4379  0.039
C9 2.1058 -0.0488 -2.1451  0.010
C10 2.0811 1.2046 2.3971  0.038
C11 0.4792 -6.2754 -0.2116  0.002
C12 -1.3179 0.6695 -5.7481  0.014
C13 0.9885 -5.2227 0.5460  0.003
C14 -1.9808 0.8993 -4.5742  -0.007
C15 -1.1977 4.1210 2.0170  0.016
C16 -0.9655 1.4255 5.4147  -0.017
C17 -1.8761 0.3929 5.5151  0.044
C18 -1.3069 0.8167 -3.3658  0.028
C19 0.5527 -3.9518 0.2429  -0.011
C20 -2.4141 2.0075 1.3639  0.567
C21 -1.0049 -0.5022 3.4712  0.007
C22 -0.3784 -3.7234 -0.7636  -0.012
C23 3.3085 2.1264 -0.4229  0.002
C24 0.6464 0.1695 -4.4380  0.006
C25 2.9218 -0.2201 -0.8724  -0.014
C26 -3.1484 2.2523 -2.3860  0.003
C27 0.0121 0.2986 -5.6480  -0.003
C28 0.0525 0.4518 -3.1479  -0.018
C29 -0.0909 1.4957 4.3468  0.034
H1 0.8029 -7.2869 -0.0041  0.000
H2 4.0893 0.9903 1.6713  -0.005
H3 -4.0226 1.8130 -2.8438  0.001
H4 -2.6696 3.0106 -2.9967  0.002
H5 2.6171 0.6850 -2.7723  0.003
H6 3.0109 2.9454 0.2264  0.009
H7 2.4509 1.0558 3.4140  -0.001
H8 -1.1706 4.9134 1.2668  -0.011
H9 2.9489 2.3578 -1.4234  -0.002
H10 2.1511 -1.0130 -2.6551  0.002
H11 -3.3466 2.5830 -1.3756  -0.002
H12 3.9746 -0.3183 -1.1790  -0.002
H13 -1.5817 -4.5759 -2.3265  0.000
H14 2.0084 2.2846 2.2197  -0.002
H15 -2.0620 4.2594 2.6625  0.001
H16 4.4043 2.0530 -0.4491  0.000
H17 -0.7831 -6.8807 -1.8265  0.000
H18 -0.2852 4.2034 2.6095  0.000
H19 2.6454 -1.1405 -0.3667  0.006
H20 1.7022 -5.3877 1.3423  0.000
H21 3.0931 -0.4830 1.5932  -0.008
H22 -3.8802 -0.5300 0.8491  0.002

lowest unoccupied orbital energy (alpha / beta) = -0.45 / -0.91 eV
energy relative to the best compared isomer or geometry (same formula, charge and spin) = 142.9 kcal/mol
charge = 0
multiplicity = 5

5.
Computed, not measured: a cluster of 7 separate species, C12H40BrN3O7 in total, with ωB97M-V/def2-TZVPD.

Each line ends with the Mulliken charge.
Geometry (Å):
Br1 -10.0369 -3.5724 -15.8426  -0.831
O1 -16.0239 2.4892 -15.9115  -0.397
O2 -11.1299 -0.1142 -20.7683  -0.529
O3 -13.6113 -0.2506 -9.7046  -0.251
O4 -12.2110 -0.3883 -17.6098  -0.648
O5 -10.1824 2.4881 -15.3335  -0.610
O6 -14.3149 -3.3609 -16.2118  -0.600
O7 -10.9799 0.0524 -13.3184  -0.468
N1 -12.5803 -1.5632 -15.0431  0.878
N2 -14.3738 0.5732 -14.2083  -0.210
N3 -13.2134 -1.9074 -11.9764  -0.305
C1 -15.2528 1.3570 -16.3224  -1.101
C2 -14.3747 -2.1018 -11.0941  0.629
C3 -13.2759 0.1638 -8.3726  -0.772
C4 -12.6797 0.0859 -18.9012  0.005
C5 -11.3841 1.9250 -14.8370  0.639
C6 -16.1361 3.4974 -16.8879  -0.791
C7 -15.3015 0.2553 -15.2753  1.451
C8 -11.6150 0.7590 -19.7698  -0.555
C9 -16.7125 0.0927 -14.7681  -1.925
C10 -14.6959 -3.5975 -11.0766  -1.639
C11 -13.9278 -1.6376 -9.6895  -0.956
C12 -11.2584 1.5083 -13.3767  -0.515
H1 -11.7030 1.1252 -15.4981  -0.427
H2 -12.0973 1.6459 -12.7026  0.186
H3 -12.6755 -0.8752 -14.2985  -0.318
H4 -9.5169 1.8055 -15.4643  0.347
H5 -15.2069 -0.7420 -15.7262  -0.430
H6 -16.9534 0.9205 -14.0902  0.404
H7 -12.9769 -2.1158 -9.4281  0.370
H8 -11.2444 -0.4040 -17.6537  0.178
H9 -14.0543 -0.1441 -7.6754  0.304
H10 -13.8075 -4.2327 -11.1111  0.383
H11 -13.1226 -0.6896 -19.5333  0.289
H12 -12.3200 -0.2937 -8.1138  0.329
H13 -11.7518 -2.1599 -14.9255  0.152
H14 -12.3481 -1.0024 -15.8730  0.042
H15 -10.7926 1.0097 -19.0915  0.310
H16 -15.1948 4.0173 -17.0757  0.272
H17 -13.5518 0.6521 -18.5728  0.031
H18 -13.0106 -0.9108 -11.9391  -0.011
H19 -15.2929 -1.5991 -11.4007  0.217
H20 -14.4228 1.5556 -13.9484  0.335
H21 -13.1738 1.2444 -8.3340  0.239
H22 -16.9080 4.2339 -16.6705  0.279
H23 -10.0275 -0.0652 -13.2949  0.271
H24 -13.4615 -2.0622 -15.2042  0.256
H25 -15.2291 -3.9188 -10.1765  0.397
H26 -15.2612 -3.3245 -16.3940  0.276
H27 -10.3146 1.8925 -12.9896  0.519
H28 -16.5166 3.0144 -17.7966  0.334
H29 -12.1547 2.7018 -14.8563  0.244
H30 -14.2597 1.7934 -16.4525  0.327
H31 -15.6855 0.9631 -17.2481  0.662
H32 -17.0023 -0.8236 -14.2543  0.430
H33 -14.7107 0.1480 -13.3446  -0.083
H34 -14.7074 -1.8925 -8.9614  0.464
H35 -14.1235 -4.2982 -16.0759  0.259
H36 -12.0010 1.6228 -20.3059  0.316
H37 -12.4118 -2.3605 -11.5540  0.276
H38 -17.4238 0.2631 -15.5846  0.427
H39 -10.3458 -0.6040 -20.5119  0.318
H40 -15.3083 -3.9451 -11.9099  0.330

lowest unoccupied orbital energy = 0.19 eV
charge = 0
multiplicity = 1

6.
Computed, not measured: a cluster of 2 separate species, C4H10S3 in total, with ωB97M-V/def2-TZVPD.

Each line ends with the Mulliken charge.
Geometry (Å):
S1 1.8792 -0.6973 -0.8326  -0.093
S2 -0.3537 1.1550 -0.0074  -0.169
S3 2.2809 1.7927 0.9082  -0.187
C1 -1.5627 -0.1777 -0.5968  -0.378
C2 0.8852 -0.8175 2.0611  -0.789
C3 -1.9741 0.1532 -2.0225  -1.171
C4 1.1943 0.4393 0.4264  -0.048
H1 1.9532 -1.1498 2.2414  0.332
H2 -1.3244 0.9290 -2.5125  0.330
H3 -1.0817 -1.1363 -0.7800  0.219
H4 0.3209 -1.5512 1.5721  0.343
H5 2.9161 -0.8852 -0.0857  0.116
H6 0.3476 -0.2910 2.9532  0.234
H7 -3.0128 0.3997 -2.1814  0.328
H8 -1.8575 -0.7228 -2.5973  0.340
H9 -2.2021 -0.3466 0.2545  0.469
H10 1.5913 2.9065 1.1992  0.124

lowest unoccupied orbital energy = 0.56 eV
energy relative to the best compared isomer or geometry (same formula, charge and spin) = 73.3 kcal/mol
charge = 0
multiplicity = 1

7.
Computed, not measured: a structure of composition C27H34Cl3N5O3PTi, with ωB97M-V/def2-TZVPD.

Each line ends with the Mulliken spin population.
Geometry (Å):
Ti1 0.0082 1.4939 0.1403  1.037
Cl1 -4.3041 1.9491 -2.8057  0.000
Cl2 -1.8945 1.0339 -4.1010  0.000
Cl3 -2.5135 3.8444 -4.0944  0.000
P1 0.1044 -1.0913 -0.4501  -0.054
O1 -1.1706 1.5771 -1.4149  -0.053
O2 -2.1318 3.5856 -1.1983  -0.001
O3 1.5266 2.8315 -1.9259  0.001
N1 0.1340 3.5982 0.6502  -0.001
N2 -2.0790 1.3519 1.0208  0.010
N3 1.3299 1.4447 -1.8815  0.006
N4 0.2097 1.4950 2.4787  -0.028
N5 2.2381 1.3921 0.6312  0.013
C1 -1.6481 -3.2159 0.2757  0.000
C2 2.6653 -2.0130 0.0900  0.003
C3 -3.8175 -1.9752 -0.9491  0.001
C4 1.1370 -0.6188 -3.1393  0.002
C5 2.0852 -3.0322 2.6038  0.000
C6 -2.2078 1.1269 2.4866  0.006
C7 1.0709 -2.4942 1.8218  -0.001
C8 -3.9822 -3.2072 -0.3260  0.000
C9 1.4743 -1.0974 -4.4030  0.000
C10 1.3384 -2.4382 -4.7253  0.000
C11 0.5025 -2.8405 -2.5135  0.000
C12 0.8532 -3.3131 -3.7708  0.000
C13 0.0826 2.9002 3.0039  -0.001
C14 -2.6257 2.3580 -3.1829  -0.001
C15 1.3661 0.8319 -2.9875  0.008
C16 -0.8843 0.6387 3.0121  0.033
C17 -1.9248 2.5693 -1.8146  -0.001
C18 0.6295 -1.4981 -2.1694  -0.005
C19 -0.4634 3.8816 1.9833  0.016
C20 3.3962 -3.0395 2.1428  -0.001
C21 3.6843 -2.5293 0.8841  0.001
C22 -1.4796 -1.9687 -0.3223  -0.005
C23 -2.5736 -1.3616 -0.9473  -0.005
C24 2.6194 1.5362 2.0625  0.009
C25 1.3473 -1.9747 0.5552  0.008
C26 -2.8969 -3.8274 0.2760  0.000
C27 1.5261 0.9345 2.8996  0.006
H1 1.6139 3.1522 -2.8423  0.004
H2 -2.5046 2.0631 2.9552  -0.002
H3 2.7413 2.0628 0.0562  0.002
H4 -0.4576 4.0244 -0.0719  0.000
H5 2.9059 -1.6661 -0.9093  0.000
H6 -0.8120 -3.7359 0.7253  0.000
H7 0.0589 -2.5051 2.2080  0.000
H8 -3.0153 -4.7992 0.7387  0.000
H9 -0.5365 2.8965 3.9027  -0.001
H10 -0.8664 0.6208 4.1048  0.002
H11 1.6944 1.1031 3.9659  0.000
H12 2.5502 0.4795 0.3000  0.002
H13 -2.9929 0.4053 2.7023  0.000
H14 -2.4442 -0.4299 -1.4882  0.004
H15 2.7470 2.5982 2.2666  -0.001
H16 3.5740 1.0572 2.2721  0.000
H17 1.4960 -0.1394 2.7379  0.001
H18 1.8480 -3.4518 3.5734  0.000
H19 1.0714 3.2267 3.3212  0.000
H20 0.1113 -3.5442 -1.7892  0.000
H21 -1.5419 3.8027 1.8724  -0.001
H22 1.0452 4.0380 0.5558  0.007
H23 -0.2572 4.9016 2.3022  0.001
H24 -2.6089 2.1736 0.7362  0.003
H25 4.6985 -2.5552 0.5063  0.000
H26 -0.6974 -0.3772 2.6634  -0.026
H27 0.7352 -4.3644 -3.9994  0.000
H28 -4.9514 -3.6894 -0.3268  0.000
H29 1.6062 -2.7911 -5.7124  0.000
H30 1.8495 -0.4032 -5.1461  0.000
H31 4.1849 -3.4596 2.7541  0.000
H32 1.5787 1.3911 -3.8974  0.000
H33 -4.6500 -1.4989 -1.4515  0.000
H34 -2.5060 0.5754 0.5183  0.002

lowest unoccupied orbital energy (alpha / beta) = -5.76 / -5.52 eV
charge = +2
multiplicity = 2

It is found that the E values, taken in the order of the records, are -54882.331; -15506.649; -10395.579; -77190.522; -101935.773; -36812.855; -112105.159 eV.
It is found that the molar mass values, taken in the order of the records, are 219.2; 104.0; 117.2; 898.7; 418.4; 154.3; 661.8 g/mol.